Below is a molecular structure, C25H25AlN4O4S5, with properties calculated with ωB97M-V with the def2-TZVPD basis set.

Element x y z (Å)
Al 0.036 -0.133 -0.501
S 2.796 0.470 1.408
C 1.768 1.133 2.630
C 2.352 1.193 3.951
N 2.845 1.242 4.992
C 0.486 1.579 2.481
S -0.452 1.637 1.007
C -0.187 2.110 3.638
N -0.726 2.538 4.564
C 3.118 -0.993 -3.387
C 1.869 -0.976 -2.561
N 1.647 -0.054 -1.679
O 2.590 0.970 -1.612
C 0.871 -1.998 -2.778
C 1.032 -3.100 -3.780
N -0.241 -1.804 -2.088
O -1.246 -2.551 -2.255
H 3.742 -0.132 -3.177
H 2.862 -1.015 -4.448
H 3.674 -1.907 -3.169
H 2.571 1.214 -0.651
H 1.952 -3.670 -3.624
H 1.036 -2.729 -4.812
H 0.175 -3.763 -3.668
C -0.569 -3.726 0.752
C -0.128 -2.456 1.485
C 1.171 -2.716 2.251
C -1.223 -2.014 2.462
O 0.089 -1.441 0.575
H -0.801 -4.525 1.464
H 0.226 -4.066 0.084
H -1.446 -3.515 0.139
H 1.027 -3.487 3.014
H 1.514 -1.794 2.724
H 1.949 -3.041 1.556
H -1.380 -2.756 3.251
H -2.161 -1.866 1.920
H -0.941 -1.062 2.915
O -1.122 0.769 -1.530
C -2.352 0.799 -2.109
C -2.335 0.045 -3.441
C -1.263 -0.034 -4.273
C -1.564 -0.668 -5.510
C -2.869 -1.045 -5.600
S -3.726 -0.654 -4.168
C -2.646 2.263 -2.474
C -3.782 2.873 -2.916
C -3.577 4.243 -3.240
C -2.286 4.632 -3.033
S -1.327 3.352 -2.427
C -3.402 0.273 -1.136
C -4.032 1.010 -0.176
C -4.824 0.226 0.705
C -4.772 -1.101 0.394
S -3.752 -1.402 -0.939
H -0.294 0.354 -3.988
H -0.836 -0.840 -6.291
H -3.366 -1.564 -6.404
H -4.729 2.358 -3.007
H -4.358 4.902 -3.598
H -1.860 5.613 -3.172
H -3.897 2.077 -0.077
H -5.373 0.631 1.542
H -5.250 -1.923 0.903

The calculation puts the energy above the lowest of the compared OMol25 structures with the same formula, charge and spin at 4.1 kcal per mole. The calculation puts the HOMO-LUMO gap at 0.1970 Eh. As for the charge: -2. For the molar mass, the calculation gives 632.82 g/mol. The highest occupied orbital energy is -1.356 eV. The calculation puts the total energy at -101257.360 eV.